Molecular formula: CH4F4NP2S2
Method: DFT, the ωB97M-V functional and the def2-TZVPD basis

```
! wB97M-V def2-TZVPD RIJCOSX def2/J DEFGRID3
* xyz 1 1
C 0.62 -0.95 -0.03
N 0.84 -1.30 -1.24
F -1.08 1.42 -0.05
F -0.07 0.62 1.81
F -1.40 -1.25 0.06
F 0.50 1.12 -1.50
P 0.39 0.87 0.22
P -2.71 -0.50 1.16
S 2.10 1.92 0.58
S -3.97 0.14 -0.12
H 1.10 -1.51 0.79
H 0.75 -0.47 -1.92
H 0.95 -2.22 -1.63
H 1.97 2.11 1.87
*
```

calculated total energy	-53705.0011	eV
E_HOMO	-13.923	eV
strongest force on any atom	2.609	eV/Å



Molecular formula: C4H7N
Method: DFT, the ωB97M-V functional and the def2-TZVPD basis

```
! wB97M-V def2-TZVPD RIJCOSX def2/J DEFGRID3
* xyz 0 1
C -1.10 -0.03 -0.03
C -0.52 1.31 -0.21
C 0.29 0.11 0.50
C 1.30 -0.65 -0.22
N -2.17 -0.66 -0.12
H -0.01 1.55 -1.12
H -0.90 2.22 0.22
H 0.44 0.29 1.57
H 1.32 -0.77 -1.35
H 1.25 -1.59 0.26
H 2.34 -0.36 -0.01
H -2.22 -1.41 0.51
*
```

calculated total energy	-5749.0398	eV
SMILES	[H]/N=C1/C[C@@H]1C
E_HOMO	-9.098	eV
strongest force on any atom	3.555	eV/Å



Molecular formula: C82H227N19O22
Method: DFT, the ωB97M-V functional and the def2-TZVPD basis

```
! wB97M-V def2-TZVPD RIJCOSX def2/J DEFGRID3
* xyz 0 1
C 5.68 5.69 3.15
C 4.12 5.58 3.01
C 3.53 6.51 1.92
O 3.39 7.79 2.52
C 2.71 8.81 1.78
N 3.78 4.24 2.84
H 6.10 6.65 3.45
H 6.19 5.40 2.24
H 5.99 4.97 3.91
H 3.56 5.79 3.92
H 2.51 6.22 1.67
H 4.01 6.45 0.95
H 3.18 9.01 0.82
H 2.69 9.76 2.31
H 1.69 8.51 1.58
H 3.69 3.94 3.80
H 2.83 4.22 2.51
C 2.98 -1.30 -2.51
C 4.39 -1.53 -3.10
C 5.47 -0.71 -2.43
O 5.20 0.69 -2.44
C 5.12 1.27 -3.80
N 4.71 -2.89 -3.12
H 2.66 -0.26 -2.59
H 3.03 -1.50 -1.44
H 2.22 -1.96 -2.93
H 4.29 -1.21 -4.14
H 6.38 -0.87 -3.00
H 5.65 -1.05 -1.41
H 5.93 1.00 -4.48
H 5.35 2.33 -3.74
H 4.11 1.16 -4.21
H 5.03 -3.17 -2.21
H 5.46 -3.02 -3.79
C -3.27 5.82 -2.40
C -3.70 7.30 -2.33
C -2.93 8.17 -1.24
O -2.86 7.51 0.01
C -2.40 8.30 1.10
N -3.68 7.83 -3.62
H -2.20 5.75 -2.56
H -3.75 5.29 -3.23
H -3.58 5.28 -1.51
H -4.75 7.24 -2.06
H -3.41 9.13 -1.09
H -1.93 8.31 -1.64
H -1.46 8.82 0.91
H -2.35 7.68 1.99
H -3.22 9.02 1.18
H -4.25 8.66 -3.57
H -4.34 7.24 -4.11
C -3.18 4.24 2.55
C -4.53 4.38 1.83
C -5.70 3.88 2.74
O -5.50 2.47 2.93
C -6.45 1.96 3.81
N -4.56 5.76 1.41
H -3.01 5.09 3.22
H -2.31 4.10 1.92
H -3.25 3.36 3.19
H -4.67 3.83 0.90
H -6.68 4.00 2.30
H -5.64 4.37 3.71
H -6.27 0.89 3.71
H -7.43 2.23 3.42
H -6.38 2.28 4.85
H -5.31 5.79 0.74
H -3.62 5.95 1.08
C 0.59 4.38 5.40
C 0.04 5.05 4.16
C 0.26 6.58 4.06
O -0.58 7.28 5.04
C -0.75 8.70 4.72
N 0.70 4.40 3.06
H 0.26 3.34 5.50
H 0.31 4.95 6.29
H 1.67 4.34 5.34
H -1.03 4.95 3.99
H -0.02 6.81 3.03
H 1.32 6.83 4.19
H 0.13 9.31 4.93
H -1.51 9.12 5.37
H -0.84 8.86 3.65
H 0.33 3.48 2.85
H 0.43 4.86 2.20
C 5.33 0.28 1.55
C 6.50 1.28 1.52
C 6.59 2.11 0.28
O 7.81 2.82 0.32
C 8.08 3.67 -0.80
N 6.32 2.24 2.64
H 4.41 0.86 1.47
H 5.27 -0.31 2.47
H 5.30 -0.34 0.65
H 7.45 0.77 1.66
H 5.74 2.77 0.09
H 6.67 1.46 -0.59
H 7.49 4.58 -0.66
H 7.89 3.16 -1.74
H 9.06 4.10 -0.98
H 5.48 2.79 2.51
H 6.96 3.00 2.47
C 9.68 -3.20 0.54
C 8.25 -2.90 0.15
C 7.28 -4.10 0.11
O 6.02 -3.72 -0.49
C 5.03 -4.71 -0.25
N 7.60 -1.87 0.98
H 9.69 -3.76 1.48
H 10.23 -2.28 0.73
H 10.24 -3.69 -0.25
H 8.41 -2.54 -0.86
H 7.22 -4.43 1.14
H 7.65 -4.90 -0.52
H 4.12 -4.35 -0.73
H 4.78 -5.03 0.76
H 5.37 -5.58 -0.82
H 6.64 -1.88 0.64
H 7.51 -2.24 1.91
C -5.30 -4.27 -2.58
C -4.65 -3.66 -1.33
C -3.43 -4.51 -0.84
O -3.81 -5.82 -0.63
C -2.80 -6.70 -0.17
N -4.20 -2.38 -1.75
H -5.99 -3.57 -3.05
H -5.88 -5.15 -2.32
H -4.58 -4.50 -3.36
H -5.33 -3.60 -0.49
H -3.05 -4.07 0.09
H -2.62 -4.48 -1.57
H -2.31 -6.24 0.69
H -2.06 -6.73 -0.96
H -3.19 -7.72 -0.12
H -4.89 -1.83 -2.24
H -3.50 -2.52 -2.47
C 4.80 -3.45 3.35
C 6.00 -3.59 4.29
C 6.65 -5.02 4.22
O 7.74 -5.11 5.18
C 8.34 -6.40 5.33
N 6.99 -2.65 3.75
H 4.26 -4.39 3.45
H 5.09 -3.23 2.32
H 4.09 -2.71 3.69
H 5.74 -3.20 5.27
H 7.04 -5.33 3.25
H 5.88 -5.73 4.50
H 8.23 -6.99 4.43
H 7.86 -6.87 6.19
H 9.39 -6.24 5.56
H 7.87 -2.79 4.24
H 6.75 -1.70 3.97
C -5.37 -1.05 7.26
C -4.31 -1.92 6.61
C -3.98 -1.51 5.10
O -5.14 -1.55 4.32
C -4.96 -1.52 2.87
N -3.12 -1.84 7.42
H -6.35 -1.16 6.79
H -5.03 -0.02 7.25
H -5.51 -1.38 8.29
H -4.70 -2.94 6.54
H -3.18 -2.08 4.63
H -3.54 -0.52 5.07
H -5.87 -1.93 2.44
H -4.17 -2.19 2.54
H -4.74 -0.50 2.57
H -2.97 -0.93 7.83
H -2.35 -2.10 6.82
C 0.68 -3.84 -7.76
C 1.46 -2.54 -8.02
C 1.14 -1.33 -7.16
O -0.13 -0.97 -7.56
C -0.71 -0.05 -6.71
N 2.85 -2.80 -8.05
H 1.02 -4.32 -6.85
H 0.75 -4.58 -8.56
H -0.35 -3.54 -7.57
H 1.26 -2.29 -9.06
H 1.77 -0.44 -7.21
H 1.12 -1.66 -6.12
H -0.51 -0.27 -5.66
H -1.78 -0.23 -6.70
H -0.51 0.97 -7.04
H 2.95 -3.63 -8.62
H 3.24 -2.90 -7.12
C 0.83 6.60 -1.13
C 0.42 5.17 -0.77
C 1.66 4.35 -0.64
O 1.25 3.01 -0.50
C 2.35 2.23 -0.07
N -0.23 5.26 0.53
H -0.03 7.24 -0.91
H 1.16 6.67 -2.17
H 1.63 7.00 -0.51
H -0.25 4.72 -1.49
H 2.45 4.69 0.03
H 2.15 4.41 -1.60
H 3.34 2.46 -0.47
H 2.20 1.15 -0.13
H 2.56 2.43 0.99
H -1.07 5.80 0.39
H -0.51 4.31 0.74
C -3.25 -5.35 3.66
C -2.52 -6.07 4.85
C -2.25 -5.03 5.99
O -1.54 -5.69 7.06
C -0.90 -4.83 8.03
N -3.47 -7.09 5.25
H -4.19 -4.86 3.88
H -3.42 -5.95 2.77
H -2.58 -4.57 3.30
H -1.65 -6.63 4.51
H -3.13 -4.55 6.40
H -1.53 -4.36 5.50
H 0.07 -4.51 7.65
H -0.62 -5.31 8.96
H -1.47 -3.98 8.40
H -3.05 -7.60 6.02
H -4.31 -6.68 5.64
C 0.58 -7.82 1.41
C 1.12 -6.80 0.44
C 1.74 -5.53 1.16
O 0.85 -4.76 1.95
C 0.85 -5.06 3.34
N 2.05 -7.43 -0.47
H 1.35 -8.23 2.06
H 0.21 -8.73 0.94
H -0.26 -7.44 1.98
H 0.24 -6.42 -0.09
H 1.95 -4.83 0.36
H 2.69 -5.76 1.64
H 1.87 -5.13 3.71
H 0.40 -6.02 3.61
H 0.22 -4.32 3.84
H 2.99 -7.60 -0.13
H 2.18 -6.92 -1.34
C -2.45 2.39 -0.53
C -1.79 1.51 0.52
C -1.10 0.24 -0.08
O -0.51 -0.57 0.91
C -0.06 -1.84 0.46
N -0.81 2.35 1.16
H -2.75 3.40 -0.25
H -3.37 1.86 -0.81
H -1.89 2.55 -1.45
H -2.53 1.22 1.27
H -0.35 0.38 -0.86
H -1.91 -0.28 -0.58
H 0.25 -2.32 1.39
H 0.86 -1.88 -0.12
H -0.89 -2.35 -0.04
H -0.40 1.74 1.85
H -0.08 2.44 0.47
C -1.18 1.11 4.28
C 0.06 0.23 4.26
C -0.33 -1.24 4.41
O -0.86 -1.51 5.73
C 0.21 -1.83 6.62
N 0.63 0.52 2.98
H -1.93 0.93 3.50
H -0.86 2.15 4.24
H -1.66 1.03 5.26
H 0.67 0.69 5.04
H 0.51 -1.87 4.11
H -1.12 -1.36 3.67
H 0.85 -0.94 6.61
H 0.71 -2.72 6.25
H -0.04 -2.09 7.64
H 1.50 0.02 2.86
H 0.02 0.20 2.24
C 4.08 -5.97 -4.50
C 2.93 -5.09 -4.97
C 1.71 -4.78 -3.98
O 0.85 -5.91 -3.74
C -0.26 -5.63 -2.92
N 3.66 -3.91 -5.45
H 4.66 -5.56 -3.68
H 4.81 -6.18 -5.28
H 3.66 -6.87 -4.07
H 2.56 -5.52 -5.91
H 1.17 -3.88 -4.28
H 2.02 -4.51 -2.97
H -0.85 -4.82 -3.35
H 0.16 -5.40 -1.94
H -0.86 -6.53 -2.93
H 4.50 -4.26 -5.88
H 3.93 -3.33 -4.67
C -2.84 3.08 -6.46
C -2.36 4.00 -5.34
C -0.87 3.78 -4.98
O -0.64 2.46 -4.51
C 0.73 2.26 -4.33
N -2.53 5.36 -5.88
H -3.87 3.25 -6.77
H -2.84 2.04 -6.15
H -2.19 3.15 -7.33
H -3.01 3.86 -4.48
H -0.62 4.48 -4.19
H -0.24 3.96 -5.85
H 0.86 1.26 -3.91
H 1.03 3.01 -3.60
H 1.26 2.33 -5.28
H -2.04 6.10 -5.39
H -2.29 5.37 -6.86
C -2.84 -5.33 -6.49
C -3.71 -4.12 -6.21
C -2.97 -2.89 -5.66
O -2.65 -2.97 -4.26
C -1.79 -1.89 -3.81
N -4.20 -3.69 -7.52
H -2.16 -5.08 -7.31
H -3.43 -6.21 -6.73
H -2.23 -5.60 -5.62
H -4.52 -4.40 -5.54
H -3.48 -1.94 -5.80
H -2.01 -2.86 -6.18
H -0.76 -1.95 -4.17
H -1.73 -1.88 -2.72
H -2.18 -0.91 -4.07
H -3.56 -3.17 -8.10
H -4.42 -4.52 -8.06
C -5.75 1.70 -5.23
C -5.05 0.71 -4.29
O -5.76 -0.48 -4.13
H -5.40 2.71 -5.04
H -6.84 1.63 -5.15
H -5.60 1.46 -6.28
H -5.05 1.27 -3.36
H -4.01 0.64 -4.62
H -5.83 -0.90 -4.99
C -7.52 -0.31 -0.70
C -6.23 0.47 -0.33
O -6.73 1.55 0.42
H -8.23 0.28 -1.29
H -7.94 -0.62 0.26
H -7.16 -1.20 -1.22
H -5.63 0.79 -1.18
H -5.65 -0.26 0.24
H -6.06 1.71 1.10
C -6.64 4.21 -1.78
C -7.64 5.01 -0.96
O -7.11 6.34 -0.86
H -6.64 4.47 -2.84
H -6.95 3.16 -1.72
H -5.65 4.25 -1.32
H -7.80 4.61 0.04
H -8.64 5.05 -1.38
H -7.16 6.71 -1.74
*
```

calculated total energy	-162056.2174	eV
E_HOMO	-8.296	eV
strongest force on any atom	3.599	eV/Å



HOMO-LUMO gap (eV)
8.71; 10.09; 8.60